[1]
Formula: C6H9N
Source: OMol25
Level of theory: ωB97M-V/def2-TZVPD

Cartesian coordinates (Å):
C1 1.1851 -1.1899 1.0602
C2 0.0755 -0.6906 0.1845
C3 -0.5142 -1.4125 -0.9075
C4 -1.4207 -0.5714 -1.4954
N1 -1.1950 0.7052 -0.9864
C5 -0.2277 0.6300 -0.0133
C6 0.4234 1.8336 0.5889
H1 2.2120 -0.9661 0.7648
H2 1.0369 -0.7977 2.0672
H3 1.1437 -2.2798 1.0906
H4 -0.5800 -2.4863 -0.9507
H5 -1.8686 -0.5974 -2.4825
H6 -1.9550 1.3629 -1.0682
H7 0.2883 2.6482 -0.1144
H8 1.4783 1.6513 0.7610
H9 -0.0819 2.1603 1.5013

Kohn-Sham gap = 8.939 eV
SMILES = Cc1cc[nH]c1C
LUMO = 1.1 eV
net charge = 0
energy above the lowest of the compared OMol25 structures with the same formula, charge and spin = 17.01 kcal per mole

***

[2]
Formula: C8H10N4OS
Source: OMol25
Level of theory: ωB97M-V/def2-TZVPD

Cartesian coordinates (Å):
C1 -1.2899 -1.1317 0.9297
C2 -1.6379 -1.1398 -0.4204
C3 -1.2577 -0.0351 -1.1951
C4 -0.7097 1.1144 -0.5081
N1 -0.3251 2.2837 -1.1823
C5 -0.0342 3.5125 -0.8324
N2 0.0424 4.3079 -1.8807
N3 -0.0879 3.4688 -2.9649
N4 -0.3437 2.3261 -2.5680
C6 -0.6110 1.1574 0.8842
C7 -0.8818 0.0314 1.6407
H1 -1.5243 -2.0756 1.5160
H2 -2.0788 -1.8668 -1.0178
H3 -1.3077 -0.2173 -2.2222
H4 0.1035 3.8865 0.1495
H5 -0.2900 2.1235 1.4334
H6 -0.7632 0.0330 2.7781
C8 2.0811 -3.3025 0.3081
S1 2.0943 -1.5449 0.2857
O1 1.7438 -1.3031 1.8869
H7 1.0206 -3.5216 0.6414
H8 2.8539 -3.5630 0.9986
H9 2.2311 -3.7468 -0.6561
H10 0.9720 -0.7969 1.9956

Kohn-Sham gap = 8.508 eV
SMILES = c1ccc(-n2cnnn2)cc1.CSO
LUMO = 0.1 eV
net charge = 0
energy above the lowest of the compared OMol25 structures with the same formula, charge and spin = 45.21 kcal per mole

***

[3]
Formula: C3H9O3Zn
Source: OMol25
Level of theory: ωB97M-V/def2-TZVPD

Cartesian coordinates (Å):
Zn1 1.5671 -0.0655 2.5104
O1 0.4010 -0.4896 3.8661
H1 0.4156 0.0974 4.8904
C1 4.4491 -0.9465 3.0112
O2 3.0774 -1.0802 3.3436
C2 2.8336 -1.7446 4.5803
C3 1.3454 -1.7998 4.8664
H2 4.5111 -0.3739 2.0789
H3 4.9842 -0.4077 3.8066
H4 4.8856 -1.9458 2.8696
H5 3.3631 -1.1881 5.3703
H6 3.2450 -2.7641 4.5116
H7 1.2226 -2.4623 5.7412
H8 0.9159 -2.5302 4.1524
O3 0.8596 -0.2623 6.0740
H9 0.1116 -0.5835 6.5830

Kohn-Sham gap (alpha / beta) = 7.435 / 8.108 eV
LUMO (alpha / beta) = 0.5 / -0.5 eV
multiplicity = 2
net charge = 0
⟨S²⟩ = 0.7525

***

[4]
Formula: C17H25IrN8O4S2
Source: OMol25
Level of theory: ωB97M-V/def2-TZVPD

Cartesian coordinates (Å):
Ir1 0.0216 -0.0900 0.6915
C1 2.9971 2.8502 -1.0770
C2 2.1536 1.6368 -0.8373
N1 0.9068 1.7473 -0.5038
N2 0.3134 2.9289 -0.4841
C3 -0.9914 2.9192 -0.3488
N3 -1.6338 4.1038 -0.3482
S1 -1.9463 1.5088 -0.2045
C4 2.6140 0.2762 -1.0388
C5 3.9368 -0.0697 -1.3247
C6 4.2558 -1.3929 -1.5701
C7 3.2522 -2.3478 -1.5339
C8 1.9650 -1.9252 -1.2303
N4 1.6553 -0.6685 -0.9750
H1 2.6493 3.6434 -0.4199
H2 2.8752 3.1823 -2.1070
H3 4.0461 2.6636 -0.8787
H4 -1.1234 4.9201 -0.6389
H5 -2.6378 4.0895 -0.4003
H6 4.7125 0.6791 -1.3471
H7 5.2744 -1.6765 -1.7925
H8 3.4509 -3.3907 -1.7252
H9 1.1462 -2.6262 -1.1765
O1 2.2143 -0.1329 1.6226
N5 2.6716 0.9009 2.2354
C9 4.0053 1.0216 2.3622
C10 4.5899 2.1093 2.9562
C11 3.7772 3.1303 3.4506
C12 2.4135 2.9880 3.3399
C13 1.8431 1.8621 2.7366
S2 0.1470 1.6914 2.6200
H10 4.5609 0.1946 1.9475
H11 5.6628 2.1506 3.0317
H12 4.2067 4.0102 3.9053
H13 1.7301 3.7354 3.7103
O2 0.7814 -3.8884 1.8805
N6 0.3637 -2.7783 1.6703
O3 0.3668 -1.8901 2.5228
O4 -0.1274 -2.4978 0.5420
C14 -4.3241 -0.9928 -0.4666
C15 -4.1631 -1.9053 0.7547
C16 -4.9917 -1.3757 1.9296
C17 -4.6194 -3.3227 0.3915
N7 -2.7886 -2.0503 1.2017
N8 -2.0924 -0.9261 1.6975
H14 -5.3410 -1.0660 -0.8417
H15 -3.6404 -1.2939 -1.2567
H16 -4.1205 0.0447 -0.2161
H17 -6.0488 -1.5060 1.7198
H18 -4.8126 -0.3149 2.0938
H19 -4.7401 -1.9264 2.8331
H20 -5.6891 -3.3332 0.2013
H21 -4.4002 -4.0094 1.2046
H22 -4.1071 -3.6661 -0.5039
H23 -2.1945 -2.5313 0.5281
H24 -1.6335 -1.1921 2.5728
H25 -2.7250 -0.1501 1.8737

Kohn-Sham gap (alpha / beta) = 7.173 / 6.625 eV
LUMO (alpha / beta) = -0.4 / -1.1 eV
multiplicity = 5
net charge = 0
energy above the lowest of the compared OMol25 structures with the same formula, charge and spin = 29.06 kcal per mole
⟨S²⟩ = 6.0153

***

M list, top to bottom, in g/mol: 95.14, 210.26, 158.49, 661.79
Calculated total energy list, top to bottom, in eV: -7857.4222, -27298.0515, -57811.4199, -62646.9453